23
Properties=species:S:1:pos:R:3:forces:R:3 method="wB97M-V/def2-TZVPD" homo_energy_ev=-7.6 smiles="CC(C)=CN.C=CC" fmax_ha_per_bohr=0.0278 charge=0 relative_energy_ev=1.2716 spin_multiplicity=1
C -0.736024 -1.927335 -0.786977 -0.088 0.214 0.008
C -0.773144 -1.155915 0.502423 -0.048 0.443 0.120
C 0.313316 -1.494565 1.487413 -0.166 0.115 0.143
C -1.687664 -0.220125 0.792233 1.139 -0.305 0.811
N -2.740914 0.215195 0.031023 -0.800 0.378 -0.954
H 0.297416 -2.113765 -1.098637 -0.105 -0.041 0.082
H -1.236124 -2.892595 -0.663667 0.042 -0.031 -0.177
H -1.214044 -1.389365 -1.610807 -0.085 -0.099 0.023
H 0.101506 -2.452805 1.970883 0.209 -0.042 0.041
H 1.283756 -1.567695 0.985793 -0.077 -0.075 0.033
H 0.413696 -0.729965 2.265543 -0.117 -0.143 -0.055
H -1.651844 0.292375 1.754333 0.205 -0.207 -0.071
H -2.649994 0.005975 -0.958587 -0.175 0.150 0.224
H -2.986214 1.187705 0.197123 0.062 -0.398 -0.189
C 0.360696 2.374365 -0.311807 0.355 -0.465 -0.604
C 1.182516 1.581395 -1.009917 -0.647 0.564 0.637
C 2.450766 1.009555 -0.468677 0.061 -0.109 0.030
H 0.576786 2.659455 0.712873 0.004 -0.048 -0.049
H -0.561234 2.740975 -0.751407 0.092 0.035 0.056
H 0.917606 1.309135 -2.028787 0.024 0.059 0.032
H 3.310426 1.483535 -0.950867 0.044 -0.140 0.029
H 2.491976 -0.064755 -0.673207 0.117 0.088 0.001
H 2.536736 1.149225 0.613693 -0.044 0.059 -0.173